[1]
The following is a DFT calculation (ωB97M-V/def2-TZVPD) of a structure of composition C35H33CdN12O5S2.

CARTESIAN COORDINATES (ANGSTROEM)
Cd1 0.182 -0.249 0.174
O1 0.628 2.640 3.736
C1 0.442 2.164 2.491
O2 1.383 1.972 1.763
C2 -0.979 1.886 2.162
C3 -1.929 2.251 3.083
C4 -3.290 1.934 2.812
C5 -3.608 1.287 1.674
C6 -2.576 0.931 0.720
N1 -1.232 1.260 0.986
C7 -2.889 0.260 -0.407
O3 -4.186 -0.151 -0.679
O4 -1.974 -0.160 -1.342
H1 1.580 2.679 3.885
H2 -1.641 2.749 3.994
H3 -4.057 2.205 3.527
H4 -4.624 1.022 1.417
H5 -4.142 -1.090 -0.904
N2 2.525 -2.792 0.207
C8 2.257 -2.189 1.424
N3 2.787 -2.593 2.569
N4 2.259 -1.776 3.496
N5 1.456 -0.931 2.948
N6 1.427 -1.161 1.615
C9 2.153 -2.272 -1.022
N7 2.853 -2.465 -2.130
N8 2.136 -1.862 -3.095
N9 1.074 -1.329 -2.599
N10 1.032 -1.579 -1.271
H6 3.367 -3.341 0.183
O5 1.642 1.093 -1.158
S1 2.145 2.477 -1.303
C10 1.654 2.925 -2.997
C11 1.568 4.251 -3.386
C12 1.127 4.556 -4.666
C13 0.777 3.536 -5.539
C14 0.865 2.209 -5.135
C15 1.302 1.897 -3.857
C16 3.894 2.261 -1.728
C17 4.746 3.351 -1.804
C18 6.078 3.148 -2.128
C19 6.546 1.861 -2.367
C20 5.685 0.776 -2.278
C21 4.351 0.974 -1.954
H7 1.834 5.040 -2.690
H8 1.046 5.590 -4.976
H9 0.419 3.778 -6.532
H10 0.590 1.410 -5.812
H11 1.350 0.867 -3.515
H12 4.372 4.351 -1.610
H13 6.753 3.992 -2.192
H14 7.589 1.706 -2.613
H15 6.044 -0.228 -2.460
H16 3.660 0.141 -1.875
C22 -2.299 3.213 -2.641
C23 -2.615 1.733 -2.865
C24 -2.778 1.444 -4.358
C25 -1.509 0.859 -2.258
H17 -3.096 3.847 -3.036
H18 -1.366 3.479 -3.149
H19 -2.177 3.421 -1.576
H20 -3.551 1.503 -2.352
H21 -1.848 1.679 -4.882
H22 -3.576 2.055 -4.785
H23 -3.012 0.392 -4.528
H24 -0.787 1.494 -1.738
H25 -0.977 0.295 -3.023
S2 -3.632 -4.957 3.808
C26 -2.819 -3.708 2.821
C27 -2.628 -3.925 1.463
C28 -1.971 -2.948 0.731
N11 -1.515 -1.821 1.265
C29 -1.710 -1.618 2.568
C30 -2.370 -2.522 3.382
C31 -2.361 -5.201 5.046
C32 -1.336 -6.105 4.814
C33 -0.385 -6.288 5.808
N12 -0.405 -5.645 6.971
C34 -1.388 -4.775 7.175
C35 -2.395 -4.521 6.254
H26 -2.962 -4.843 1.001
H27 -1.776 -3.084 -0.329
H28 -1.301 -0.704 2.983
H29 -2.503 -2.303 4.432
H30 -1.280 -6.650 3.882
H31 0.435 -6.984 5.668
H32 -1.369 -4.254 8.127
H33 -3.187 -3.820 6.477

Net charge ... -1
E_HOMO ... -3.5 eV
Gap between HOMO and LUMO ... 5.713 eV



[2]
The following is a DFT calculation (ωB97M-V/def2-TZVPD) of a structure of composition C35H33Cl5N9O3PV.

CARTESIAN COORDINATES (ANGSTROEM)
V1 0.110 -0.529 -0.152
Cl1 -6.333 -2.703 -3.124
C1 -5.025 -1.825 -2.462
C2 -3.730 -1.988 -2.960
Cl2 -3.475 -3.040 -4.293
C3 -2.661 -1.330 -2.367
Cl3 -1.099 -1.689 -2.970
C4 -2.786 -0.425 -1.279
O1 -1.791 0.191 -0.726
C5 -4.140 -0.242 -0.862
Cl4 -4.528 0.862 0.386
C6 -5.215 -0.944 -1.395
Cl5 -6.785 -0.753 -0.738
N1 -2.026 1.191 1.977
P1 -0.576 1.355 1.155
C7 0.415 2.027 2.550
C8 0.565 3.396 2.738
C9 1.297 3.871 3.816
C10 1.856 2.991 4.729
C11 1.665 1.625 4.575
C12 0.948 1.147 3.491
C13 -0.744 2.719 -0.025
C14 0.419 3.369 -0.443
C15 0.390 4.234 -1.521
C16 -0.803 4.481 -2.183
C17 -1.969 3.885 -1.735
C18 -1.944 3.000 -0.671
C19 -2.259 -0.074 2.477
C20 -3.396 -0.402 3.217
C21 -3.500 -1.681 3.721
C22 -2.478 -2.595 3.482
C23 -1.389 -2.182 2.740
N2 -1.276 -0.947 2.248
H1 -2.811 1.822 1.860
H2 0.109 4.093 2.049
H3 1.423 4.935 3.943
H4 2.413 3.368 5.573
H5 2.075 0.939 5.301
H6 0.765 0.087 3.379
H7 1.345 3.217 0.095
H8 1.294 4.734 -1.841
H9 -0.825 5.140 -3.036
H10 -2.909 4.100 -2.217
H11 -2.861 2.533 -0.353
H12 -4.168 0.328 3.392
H13 -4.362 -1.961 4.304
H14 -2.516 -3.602 3.862
H15 -0.570 -2.863 2.538
C24 3.182 1.720 -4.198
N3 2.158 0.855 -3.636
C25 1.381 0.076 -4.585
C26 1.933 0.760 -2.316
N4 0.854 0.240 -1.803
N5 2.918 1.267 -1.491
C27 2.862 1.212 -0.120
N6 3.889 1.796 0.530
N7 1.873 0.640 0.477
H16 2.930 1.934 -5.236
H17 4.168 1.246 -4.186
H18 3.226 2.674 -3.671
H19 1.986 -0.084 -5.474
H20 0.465 0.589 -4.887
H21 1.133 -0.905 -4.178
H22 0.140 0.108 -2.517
H23 3.740 1.664 -1.926
H24 4.640 2.270 0.059
H25 3.921 1.797 1.536
H26 1.985 0.648 1.490
N8 4.435 -4.748 -2.225
C28 3.889 -4.269 -1.341
C29 3.240 -3.624 -0.257
C30 3.436 -4.040 1.061
C31 2.831 -3.304 2.064
C32 2.037 -2.219 1.722
N9 1.814 -1.849 0.464
C33 2.405 -2.530 -0.506
H27 4.035 -4.911 1.283
H28 2.964 -3.570 3.103
H29 1.567 -1.618 2.490
H30 2.197 -2.215 -1.526
C34 -2.058 -3.915 -0.544
C35 -0.748 -3.322 -0.077
O2 0.150 -3.993 0.392
O3 -0.609 -2.034 -0.194
H31 -2.165 -4.914 -0.132
H32 -2.042 -4.010 -1.629
H33 -2.903 -3.289 -0.260

Net charge ... +2
E_HOMO (alpha / beta) ... -12.7 / -12.7 eV
2S+1 ... 2
Gap between HOMO and LUMO (alpha / beta) ... 6.008 / 6.583 eV



[3]
The following is a DFT calculation (ωB97M-V/def2-TZVPD) of a structure of composition C35H33ClIrN2O3PSi.

CARTESIAN COORDINATES (ANGSTROEM)
Ir1 0.132 0.075 0.213
C1 -1.473 3.532 1.167
C2 -1.064 3.259 -0.246
C3 -1.437 4.073 -1.296
C4 -1.000 3.737 -2.575
C5 -0.222 2.625 -2.793
C6 0.134 1.827 -1.692
N1 -0.277 2.195 -0.451
N2 0.830 0.652 -1.593
Si1 1.833 -0.048 -2.867
C7 3.390 0.960 -3.117
C8 0.900 -0.050 -4.489
C9 2.332 -1.786 -2.449
H1 -2.216 4.327 1.213
H2 -0.604 3.845 1.748
H3 -1.881 2.626 1.614
H4 -2.056 4.942 -1.121
H5 -1.285 4.351 -3.421
H6 0.086 2.355 -3.790
H7 3.156 1.984 -3.425
H8 4.011 0.514 -3.899
H9 3.995 1.006 -2.211
H10 0.913 0.917 -4.992
H11 -0.140 -0.358 -4.363
H12 1.380 -0.768 -5.160
H13 3.059 -1.821 -1.634
H14 2.800 -2.233 -3.330
H15 1.475 -2.399 -2.174
O1 -0.252 -2.517 -0.519
C10 0.487 -1.818 0.139
C11 1.685 -2.423 0.873
C12 2.096 -3.735 0.738
C13 3.278 -4.131 1.356
C14 4.028 -3.216 2.087
C15 3.608 -1.898 2.228
C16 2.424 -1.504 1.621
P1 1.692 0.170 1.660
C17 1.164 0.411 3.376
C18 1.117 -0.628 4.298
C19 0.594 -0.410 5.565
C20 0.102 0.840 5.910
C21 0.150 1.883 4.994
C22 0.684 1.669 3.733
C23 3.030 1.372 1.464
C24 3.855 1.736 2.528
C25 4.908 2.613 2.317
C26 5.136 3.140 1.053
C27 4.305 2.797 -0.004
C28 3.252 1.917 0.203
H16 1.507 -4.422 0.144
H17 3.624 -5.151 1.255
H18 4.956 -3.530 2.548
H19 4.204 -1.194 2.796
H20 1.462 -1.616 4.024
H21 0.559 -1.224 6.277
H22 -0.327 1.000 6.890
H23 -0.230 2.860 5.261
H24 0.721 2.484 3.020
H25 3.670 1.344 3.521
H26 5.548 2.893 3.144
H27 5.956 3.829 0.895
H28 4.469 3.219 -0.987
H29 2.578 1.663 -0.602
Cl1 -6.054 -1.421 6.168
C29 -4.900 -1.116 4.898
C30 -3.763 -1.905 4.817
C31 -2.846 -1.652 3.810
C32 -3.073 -0.636 2.889
C33 -4.223 0.136 2.984
C34 -5.142 -0.094 3.996
C35 -2.074 -0.348 1.814
O2 -0.902 -0.854 1.954
O3 -2.352 0.379 0.851
H30 -3.603 -2.697 5.535
H31 -1.939 -2.238 3.730
H32 -4.389 0.916 2.252
H33 -6.037 0.505 4.086

E_HOMO ... -7.7 eV
Gap between HOMO and LUMO ... 7.743 eV



[4]
The following is a DFT calculation (ωB97M-V/def2-TZVPD) of a structure of composition C35H33ClN4Si2Ti.

CARTESIAN COORDINATES (ANGSTROEM)
C1 -1.297 -2.262 4.350
C2 -2.233 -1.509 3.590
C3 -2.343 -2.095 2.299
H1 -2.837 -0.679 3.958
C4 -1.563 -3.305 2.293
C5 -0.865 -3.368 3.560
H2 -0.257 -4.204 3.904
H3 -1.012 -2.078 5.387
H4 -3.025 -1.776 1.509
H5 -1.597 -4.094 1.545
Ti1 0.154 -1.912 2.018
Si1 1.078 3.060 0.184
C6 -0.022 4.107 -0.885
C7 0.417 4.470 -2.167
H6 1.443 4.249 -2.468
C8 -0.462 5.080 -3.061
H7 -0.130 5.302 -4.076
C9 -1.773 5.377 -2.673
H8 -2.459 5.837 -3.384
C10 -2.190 5.089 -1.369
H9 -3.201 5.346 -1.052
C11 -1.316 4.460 -0.473
H10 -1.646 4.243 0.547
C12 0.502 1.299 -0.016
C13 -0.851 1.003 0.046
H11 -1.571 1.816 0.192
C14 -1.329 -0.308 -0.167
H12 -2.391 -0.482 -0.343
C15 -0.486 -1.439 0.206
H13 -0.797 -2.496 0.166
C16 1.012 -1.087 0.260
H14 1.759 -1.891 0.319
C17 1.362 0.191 -0.314
H15 2.389 0.387 -0.627
H16 0.838 3.444 1.592
Si2 0.137 -0.936 -1.404
C18 0.414 -2.494 -2.438
C19 -0.488 -2.806 -3.458
H17 -1.365 -2.174 -3.616
C20 -0.253 -3.899 -4.298
H18 -0.953 -4.128 -5.103
C21 0.884 -4.695 -4.107
H19 1.078 -5.546 -4.765
C22 1.767 -4.402 -3.058
H20 2.644 -5.027 -2.887
C23 1.529 -3.307 -2.223
H21 2.215 -3.089 -1.405
C24 -0.215 0.254 -2.889
C25 -1.459 0.844 -3.120
H22 -2.331 0.580 -2.518
C26 -1.605 1.811 -4.122
H23 -2.574 2.292 -4.266
C27 -0.512 2.177 -4.909
H24 -0.625 2.941 -5.678
C28 0.727 1.569 -4.696
H25 1.585 1.850 -5.306
C29 0.874 0.610 -3.686
H26 1.854 0.149 -3.525
H27 2.411 3.330 -0.121
Cl1 1.223 -3.878 1.434
N1 0.582 1.540 4.409
C30 -0.599 2.082 3.910
C31 -1.067 1.184 3.003
N2 -0.166 0.130 2.876
C32 0.830 0.380 3.748
C33 1.808 -0.620 4.075
N3 1.785 -1.830 3.486
C34 2.691 -2.634 4.174
C35 3.256 -1.908 5.182
N4 2.682 -0.641 5.117
H28 1.183 1.940 5.126
H29 -0.975 3.041 4.221
H30 -1.990 1.228 2.445
H31 2.852 -3.660 3.886
H32 3.987 -2.173 5.921
H33 2.879 0.142 5.734

E_HOMO (alpha / beta) ... -5.9 / -5.7 eV
2S+1 ... 3
Gap between HOMO and LUMO (alpha / beta) ... 5.724 / 5.295 eV



Calculated largest force on an atom (eV/Å), listed in the same order as above: 1.447; 3.887; 1.354; 5.654
Calculated energy above the lowest of the compared OMol25 structures with the same formula, charge and spin (kcal per mole), listed in the same order as above: 20.9; 54.5; 14.4; 65.4
Calculated E (Ha), listed in the same order as above: -3350.9716; -5657.9982; -2884.2864; -3461.0561